Computed, not measured: C4H8ClF2N in the gas phase at a distorted geometry, with ωB97M-V with the def2-TZVPD basis set.

Computed properties:
Relative energy (zero: lowest compared OMol25 entry of this formula, charge and spin) ... 142.51 kJ/mol
Lowest unoccupied orbital energy ... 0.9 eV
Calculated total energy ... -23723.989 eV
HOMO ... -0.339 hartree
SMILES ... CCC(F)(F)[C@@H](N)Cl

```
16
Properties=species:S:1:pos:R:3:forces:R:3
C -2.03402 -1.00833 0.56925 -1.5 -0.1 -2.6
C -0.76518 -0.85872 -0.26269 -3.1 4.3 -2.4
C -0.21236 0.54709 -0.04266 3.5 -0.8 -2.6
F -0.11973 0.81899 1.23635 0.3 0.2 2.1
F -0.88523 1.57969 -0.56645 -0.8 0.3 -0.7
C 1.51445 0.67024 -0.69741 -3.0 -2.3 4.2
N 2.34626 0.89606 0.41560 1.0 0.9 -2.8
Cl 1.86244 -0.87845 -1.49771 0.6 -0.5 -0.4
H -1.88410 -1.09027 1.63286 0.0 -0.2 0.2
H -2.60144 -0.04016 0.31534 0.4 -1.6 0.7
H -2.62293 -1.88586 0.09168 0.7 1.4 1.3
H 0.05729 -1.41973 -0.14725 2.3 -2.9 0.8
H -1.00907 -0.82209 -1.40143 0.3 -0.5 1.9
H 1.60228 1.31971 -1.45997 0.0 2.8 -2.1
H 2.63376 1.82225 0.65081 -0.1 0.4 -0.1
H 2.11757 0.34957 1.16366 -0.6 -1.4 2.4
```
Forces are in eV/Å.

Computed, not measured: C4H6N2O in the gas phase, with ωB97M-V with the def2-TZVPD basis set.

Computed properties:
Relative energy (zero: lowest compared OMol25 entry of this formula, charge and spin) ... 36.41 kJ/mol
Lowest unoccupied orbital energy ... 1.0 eV
Calculated total energy ... -9273.125 eV
HOMO ... -0.317 hartree
SMILES ... NC1=CCNC1=O

```
13
Properties=species:S:1:pos:R:3:forces:R:3
N -0.17643 -0.62564 -2.08263 0.2 0.0 0.0
C -0.09887 -0.34399 -0.73944 0.1 0.0 0.2
C 0.15577 -1.07785 0.35289 0.0 0.1 -0.1
C 0.14480 -0.17396 1.56218 0.0 -0.1 0.1
N -0.50048 1.02673 1.05111 0.1 0.2 -0.1
C -0.31085 1.07417 -0.30428 0.0 0.2 -0.2
O -0.25023 2.06149 -1.01092 -0.3 -0.2 0.0
H -0.06134 0.20046 -2.65802 -0.1 -0.1 0.1
H 0.36358 -1.41576 -2.40329 -0.1 0.1 0.0
H 0.38428 -2.13612 0.40063 0.0 0.2 0.0
H 1.17763 0.09766 1.83221 -0.1 -0.3 0.2
H -0.35945 -0.58519 2.43957 0.0 0.0 -0.1
H -0.46841 1.89799 1.56001 0.2 -0.1 -0.1
```
Forces are in eV/Å.

Computed, not measured: a 2-piece molecular cluster, C3H5NO2 overall at a distorted geometry, with ωB97M-V with the def2-TZVPD basis set.

Computed properties:
Relative energy (zero: lowest compared OMol25 entry of this formula, charge and spin) ... 142.55 kJ/mol
Lowest unoccupied orbital energy ... 0.5 eV
Calculated total energy ... -8776.217 eV
HOMO ... -0.399 hartree
SMILES ... N#CCC=O.O

```
11
Properties=species:S:1:pos:R:3:forces:R:3
N 2.73940 0.13897 -0.53076 -1.0 0.1 0.6
C 1.73789 0.21408 0.04215 0.9 0.0 -0.5
C 0.48691 0.33343 0.78877 0.0 0.0 0.1
C -0.60222 1.08510 0.04899 -0.4 0.1 0.1
O -1.77344 0.84119 0.20513 0.5 0.2 -0.1
H 0.66703 0.92547 1.69443 0.1 -0.1 0.0
H 0.12012 -0.65243 1.07634 0.0 0.2 0.0
H -0.26156 1.91970 -0.58900 -0.1 0.0 0.0
O -0.77083 -1.44160 -1.14615 -0.1 -0.1 0.0
H -1.54787 -1.01422 -0.76052 0.0 -0.2 -0.1
H -0.79542 -2.34969 -0.82939 0.0 0.0 -0.1
```
Forces are in eV/Å.

Computed, not measured: C5H18O11PPd2 as an isolated structure at a distorted geometry, with ωB97M-V with the def2-TZVPD basis set.

Computed properties:
Relative energy (zero: lowest compared OMol25 entry of this formula, charge and spin) ... 770.88 kJ/mol
Lowest unoccupied orbital energy (spin up / spin down) ... 1.4 / 0.4 eV
Spin multiplicity ... 5
Calculated total energy ... -44239.146 eV
Net charge ... -1
HOMO (spin up / spin down) ... -0.162 / -0.141 hartree
<S²> ... 6.0478

```
37
Properties=species:S:1:pos:R:3:forces:R:3
Pd 3.10216 17.61670 6.75129 -0.6 1.4 1.2
Pd -0.10105 18.98349 9.67162 0.0 -0.2 -2.1
O -1.88025 18.88697 7.36005 0.7 0.3 0.7
H -1.58214 19.40283 6.58575 0.1 -0.2 0.7
O 1.99506 20.06912 7.95831 0.4 -0.5 0.1
H 1.92237 20.94811 7.53807 -0.1 -0.8 0.0
P 1.77180 15.83038 9.78871 -2.3 -0.5 0.7
O 1.17141 14.45890 10.15072 0.8 1.0 -0.1
O 3.11587 15.89847 9.21224 2.7 -0.2 -0.6
O 1.40578 16.95512 10.81136 0.0 0.0 0.3
O 0.90409 16.38419 8.65927 -1.2 0.4 -1.0
C -0.34346 21.35806 3.60816 -1.0 0.6 0.0
C 0.70933 21.77435 2.64648 -0.5 -1.2 -0.4
O 1.44008 20.63625 2.14535 1.0 0.6 0.2
O -1.37895 20.58270 3.00023 0.5 0.2 0.3
H -0.78275 22.30308 3.92765 -0.4 -0.1 0.2
H 0.08344 20.89025 4.49529 0.0 -0.3 0.0
H 1.26008 22.50322 3.24108 1.0 -0.2 -0.6
H 0.25017 22.20096 1.75469 0.0 0.6 0.2
H 0.97479 19.81249 2.30818 -0.1 0.1 0.2
H -0.92693 19.81764 2.63695 -0.4 -0.3 -0.1
C 5.79310 20.16728 4.93107 -0.1 0.3 -1.0
C 6.70527 19.26524 5.79195 -0.1 -0.3 -1.7
O 6.07695 19.12418 6.98022 -1.5 0.2 2.9
O 4.45434 19.64914 4.74843 0.8 -0.9 1.1
H 6.23753 20.39220 3.96154 0.2 -0.5 -0.2
H 5.75326 21.15845 5.38283 -0.2 -0.1 0.6
H 7.71588 19.66342 5.88262 0.0 0.7 -0.2
H 6.85561 18.24451 5.44036 -0.1 0.0 -1.1
H 6.66023 18.89522 7.70751 0.0 -0.1 -0.1
H 3.95544 19.97476 3.99566 0.5 0.4 -0.1
C 4.95144 22.62175 9.21114 -0.1 0.7 0.0
O 4.00105 21.96208 10.00119 -0.1 -0.1 -0.5
H 4.61429 22.95651 8.23013 -0.6 -0.1 -0.2
H 5.13868 23.54363 9.76175 0.9 -0.1 -0.1
H 5.81492 22.00342 8.96583 0.4 0.1 0.5
H 3.48557 21.44308 9.37948 -0.7 -0.8 0.0
```
Forces are in eV/Å.

Computed, not measured: a 15-piece molecular cluster, C25H85O30P5 overall at a distorted geometry, with ωB97M-V with the def2-TZVPD basis set.

Computed properties:
Relative energy (zero: lowest compared OMol25 entry of this formula, charge and spin) ... 603.84 kJ/mol
Lowest unoccupied orbital energy ... 0.1 eV
Calculated total energy ... -135174.715 eV
HOMO ... -0.350 hartree

```
145
Properties=species:S:1:pos:R:3:forces:R:3
C -3.31017 -1.72610 6.51921 -0.6 0.4 0.7
O -3.91599 -0.43741 6.39881 -0.1 -0.1 -0.4
H -2.22689 -1.68797 6.40454 0.0 -0.1 -0.2
H -3.57003 -2.09024 7.51318 0.4 -0.3 0.2
H -3.79044 -2.41921 5.82853 0.2 0.2 -0.3
H -3.29512 0.24753 6.65760 0.1 -0.2 0.1
C 1.75519 0.20851 -1.78788 0.9 -2.3 3.2
O 1.97868 1.20669 -2.65835 0.2 2.0 -2.6
H 1.99707 0.63028 -0.81233 -0.9 -0.2 0.9
H 0.80519 -0.32590 -1.78380 -0.1 0.6 -0.4
H 2.55375 -0.53231 -1.82772 -0.1 -0.7 -0.5
H 2.86418 1.47137 -2.39868 0.0 0.6 -0.6
C -2.82366 -0.59327 -3.90642 -1.0 -0.5 0.2
O -1.88187 -1.14758 -3.02942 1.8 0.4 -0.2
H -3.51031 -0.00140 -3.30120 -0.5 0.0 -0.3
H -2.46727 0.05838 -4.70420 0.9 -0.1 0.4
H -3.30950 -1.41620 -4.43068 -0.6 0.1 0.0
H -2.27970 -1.81282 -2.46303 -0.6 0.0 0.0
C -1.97253 0.77817 4.01702 0.5 0.6 -0.2
O -1.76871 1.93695 3.18928 -0.4 -0.4 -0.6
H -2.12614 -0.11050 3.40484 -0.2 0.3 -0.3
H -1.04378 0.57536 4.55029 -0.2 0.0 0.6
H -2.85523 0.92526 4.63937 0.2 -0.1 0.2
H -1.32408 2.65002 3.65343 -0.1 -0.2 0.3
C -0.06895 -5.07682 0.35525 -0.9 0.0 1.6
O -0.44748 -3.95031 -0.34445 -0.4 0.5 -2.0
H -0.07531 -4.71447 1.38323 0.6 -0.8 0.6
H -0.89127 -5.78923 0.28922 -0.1 -0.2 -0.1
H 0.84085 -5.61649 0.09235 0.3 0.4 -0.3
H 0.05235 -3.17732 -0.07194 0.5 0.2 0.2
C -1.49080 -6.72556 4.80688 -0.3 1.0 0.6
O -1.86135 -6.69492 3.45343 0.0 -0.9 -0.5
H -1.10414 -7.64453 5.24742 0.2 -0.4 -0.6
H -0.75913 -5.92415 4.90934 0.1 0.0 0.8
H -2.39561 -6.51437 5.37681 0.1 0.3 0.0
H -1.09196 -6.99786 2.96572 -0.1 0.0 -0.4
C 5.84267 1.90571 0.49651 1.8 -1.1 -1.7
O 4.80917 2.79652 0.23987 -1.2 0.7 0.8
H 5.61192 0.90822 0.87051 -0.7 0.3 0.4
H 6.30470 1.71449 -0.47203 0.3 -0.3 -0.1
H 6.70446 2.26483 1.05905 -0.5 0.6 0.6
H 4.68017 2.89244 -0.70658 0.1 0.0 0.2
C 2.21310 -0.70126 5.77750 -0.4 0.9 0.3
O 1.26330 0.41810 5.85871 0.4 -1.2 -0.3
H 2.98353 -0.46021 6.50990 0.3 -0.4 -0.2
H 1.73021 -1.64801 6.01956 -0.2 0.3 0.4
H 2.62354 -0.83399 4.77649 0.1 0.4 0.1
H 1.52801 1.02351 5.16229 -0.1 0.0 -0.1
C -4.00943 2.58105 -0.41853 0.6 -0.7 2.1
O -4.48603 2.03687 0.88268 -0.6 0.8 -1.5
H -3.67042 1.72472 -1.00152 -0.4 0.2 -0.5
H -4.78694 3.19537 -0.87260 -0.2 -0.5 0.1
H -3.15350 3.24370 -0.29050 0.1 0.1 0.2
H -3.80532 1.84814 1.53277 0.6 0.4 -0.3
C 5.17821 1.20577 4.50828 -0.2 -0.7 -0.8
O 4.73570 0.07963 3.74751 -1.6 0.3 0.4
H 5.58796 1.98740 3.86855 0.9 -0.2 0.0
H 4.32021 1.73590 4.92169 -0.3 -0.5 0.3
H 5.80337 0.79361 5.30037 0.4 0.8 0.1
H 5.36916 -0.30843 3.13944 1.0 0.5 0.1
C 1.01582 3.64303 -0.72130 0.8 -1.1 1.1
O 1.04660 5.03042 -0.59166 -0.8 2.9 -0.6
P -0.14338 5.92716 -1.20243 1.7 -0.3 -1.0
O -1.44673 5.51518 -0.68044 -0.1 0.4 -0.8
O 0.31399 7.45893 -0.82050 -0.3 -2.0 -0.1
C -0.49487 8.52587 -1.33093 0.9 0.8 -0.6
O 0.10601 5.70636 -2.82989 -0.9 0.5 1.7
C 1.37019 5.52994 -3.53097 -0.9 0.7 0.5
H 1.74808 3.33656 -1.46827 -0.1 -0.1 0.1
H 0.07989 3.11659 -0.90836 -0.3 0.7 -0.1
H 1.31966 3.40262 0.29752 0.3 -1.0 -0.3
H -1.26100 8.13260 -1.99912 -0.1 0.4 0.1
H 0.20380 9.19513 -1.83297 0.0 -0.4 -0.9
H -0.83208 9.25985 -0.59904 -0.7 -1.0 0.8
H 1.36402 4.51965 -3.94007 0.3 0.0 0.3
H 2.19554 5.80359 -2.87369 0.1 -0.5 0.0
H 1.36965 6.23340 -4.36359 -0.1 -0.1 0.0
C -2.94379 -5.03456 -2.38551 0.7 0.9 -0.2
O -4.34665 -4.66512 -2.75213 0.5 0.1 0.8
P -5.03412 -3.37545 -2.05562 0.4 1.1 -1.3
O -4.05859 -2.51445 -1.36271 -0.1 -0.4 0.2
O -6.25007 -3.93411 -1.17640 0.1 1.9 -2.2
C -5.95252 -4.83694 -0.20293 1.1 -2.5 1.7
O -5.79534 -2.53472 -3.24368 2.3 -5.0 1.7
C -6.19669 -1.25835 -3.05185 -1.6 2.8 -0.5
H -2.22169 -4.45640 -2.96204 -0.4 0.5 -0.2
H -2.62638 -6.05319 -2.60855 -1.3 -0.3 -0.2
H -2.64161 -4.83992 -1.35648 -0.8 0.2 0.1
H -5.89812 -5.85218 -0.59589 -0.7 -0.2 -0.3
H -6.66567 -4.79835 0.62050 0.0 0.2 -0.2
H -4.93375 -4.77938 0.18035 0.1 0.8 0.4
H -5.54254 -0.59065 -3.61254 -0.3 0.1 -0.2
H -6.27677 -0.80033 -2.06600 0.3 -0.8 0.5
H -7.21282 -1.30182 -3.44387 -0.1 0.9 -0.2
C -1.41960 2.34626 -3.08015 2.0 0.1 0.4
O -2.46985 2.46520 -4.01509 -0.9 1.0 -2.4
P -2.34255 3.29420 -5.43059 1.1 0.5 -0.1
O -1.45551 4.51057 -5.43976 -1.2 -2.2 0.0
O -1.90375 2.06934 -6.44463 -0.8 0.8 0.2
C -1.55109 2.49028 -7.77110 1.7 0.7 -0.6
O -3.83075 3.60311 -5.97288 1.1 0.1 0.8
C -4.16414 4.71950 -6.84483 -0.3 -0.2 -0.1
H -1.78359 2.33876 -2.05275 -0.3 0.5 -0.3
H -0.62411 3.07229 -3.24804 -0.6 0.9 0.3
H -0.76837 1.47451 -3.14375 -0.8 -0.9 -0.7
H -1.40116 1.73974 -8.54719 -0.2 -1.1 0.9
H -0.57097 2.95464 -7.66234 0.0 0.2 -0.2
H -2.15527 3.18979 -8.34881 -0.8 0.4 1.0
H -4.68633 4.24218 -7.67403 -0.4 0.2 0.2
H -3.38774 5.31497 -7.32516 0.8 -0.5 0.6
H -4.76577 5.43325 -6.28206 -0.2 -0.3 -0.1
C 4.02513 -2.54455 2.01555 -0.7 -0.1 0.4
O 5.42603 -2.91246 2.06920 0.3 0.6 -1.1
P 6.50041 -2.01333 1.30951 0.5 1.4 0.4
O 6.86018 -0.74004 2.11844 -0.6 -3.5 -2.9
O 7.71878 -3.04217 1.00675 -1.4 1.6 1.6
C 7.48159 -4.17141 0.11864 0.4 1.3 0.6
O 5.79832 -1.83084 -0.21104 0.7 0.2 2.3
C 6.42212 -1.00034 -1.18177 0.8 -0.1 -0.9
H 3.74959 -1.77039 1.29942 0.5 -0.1 -0.2
H 3.71679 -2.18582 2.99756 0.2 -0.1 0.1
H 3.44748 -3.43367 1.76281 0.2 0.0 0.0
H 6.49875 -4.61353 0.28193 0.0 0.1 -0.2
H 8.25842 -4.86906 0.43156 0.0 0.0 -0.7
H 7.61425 -3.61607 -0.80986 -0.1 -1.5 -0.7
H 6.76175 -1.60717 -2.02112 0.0 -0.4 0.1
H 7.32133 -0.49519 -0.82915 -0.2 0.2 0.3
H 5.74597 -0.28753 -1.65382 -0.3 0.1 0.6
C -1.83831 -0.22938 0.24614 -0.4 0.5 0.5
O -0.65972 0.15828 0.99589 2.7 -2.7 1.6
P 0.45781 -0.91693 1.69065 -1.5 0.6 -0.7
O 1.24847 -1.79644 0.76996 -0.9 1.1 0.6
O 1.33623 0.01455 2.64880 -0.1 0.8 -0.6
C 2.14221 1.12510 2.05922 -0.4 -1.4 -1.0
O -0.38356 -1.80226 2.75150 -0.8 1.8 -3.2
C 0.20108 -2.50406 3.76699 0.5 -0.7 1.9
H -2.66543 0.20570 0.80710 -0.1 0.1 -0.2
H -2.07562 -1.29142 0.18409 0.6 -0.1 -0.1
H -1.75617 0.24975 -0.72945 -0.1 -0.4 0.0
H 2.50808 1.83847 2.79770 -0.4 -0.4 0.2
H 1.54051 1.58106 1.27300 -0.1 0.3 0.4
H 2.97667 0.65005 1.54338 0.2 0.1 0.3
H 1.25206 -2.72436 3.57983 0.2 0.3 0.2
H -0.27641 -3.46278 3.96940 -0.4 -0.1 -0.5
H -0.00038 -1.89644 4.64921 0.8 -0.2 0.4
```
Forces are in eV/Å.

Computed, not measured: a 2-piece molecular cluster, C4H13NO overall at a distorted geometry, with ωB97M-V with the def2-TZVPD basis set.

Computed properties:
Relative energy (zero: lowest compared OMol25 entry of this formula, charge and spin) ... 97.35 kJ/mol
Lowest unoccupied orbital energy ... 0.9 eV
Calculated total energy ... -7895.652 eV
HOMO ... -0.290 hartree
SMILES ... CCNCC.O

```
19
Properties=species:S:1:pos:R:3:forces:R:3
C 0.41600 -1.37783 -0.78921 -0.2 -0.7 -0.5
C -0.84825 -0.69130 -0.36092 0.9 1.7 1.6
N -0.58718 0.39728 0.58316 -1.0 0.8 1.0
C -1.70895 1.29598 0.81202 1.0 0.4 -0.8
C -1.24928 2.52609 1.57127 0.0 -0.1 1.1
H 0.16432 -2.20072 -1.46036 0.0 -0.2 0.1
H 0.96013 -1.79654 0.05624 0.0 0.1 0.1
H 1.08646 -0.75769 -1.37033 0.1 0.4 0.1
H -1.37516 -0.16390 -1.15048 -0.3 -0.7 -0.7
H -1.49852 -1.32468 0.23943 -0.4 -0.7 -0.7
H 0.26508 0.81165 0.90560 0.6 -0.6 -0.7
H -2.53356 0.78987 1.31232 -0.2 0.0 0.1
H -2.05188 1.67326 -0.16778 -0.4 -0.2 0.1
H -0.67252 2.27045 2.46302 0.1 -0.3 0.0
H -0.61275 3.19935 1.01315 0.0 0.0 -0.5
H -2.07580 3.09789 1.98217 -0.3 0.1 -0.3
O 3.85073 -2.36842 -2.08342 0.0 -0.2 0.0
H 3.87516 -3.32917 -1.99279 0.0 0.2 0.0
H 4.59596 -2.05156 -1.56308 0.0 0.0 0.0
```
Forces are in eV/Å.

Computed, not measured: a 2-piece molecular cluster, C3H4F5N3O3 overall at a distorted geometry, with ωB97M-V with the def2-TZVPD basis set.

Computed properties:
Lowest unoccupied orbital energy ... 0.7 eV
Calculated total energy ... -27365.143 eV
HOMO ... -0.343 hartree
SMILES ... [O-][N+](O)=C(F)F.CO/C(=N\F)N(F)F

```
18
Properties=species:S:1:pos:R:3:forces:R:3
O 1.99216 -0.96780 0.82232 -1.1 0.1 0.6
N 3.15080 -1.18558 0.45335 0.8 0.1 -0.4
O 3.43132 -2.41211 -0.12732 0.8 -0.4 -0.2
C 4.13956 -0.35746 0.46971 0.3 -0.1 0.3
F 4.05631 0.81204 1.05788 -0.1 -0.8 -0.3
F 5.35060 -0.68233 0.08572 -0.5 0.1 0.0
H 2.57614 -2.84083 -0.31602 -0.1 0.7 0.3
C -0.97705 0.63018 0.25450 -0.4 0.1 0.5
O -0.02587 0.35531 -0.76370 0.4 0.0 -0.4
C 1.15114 0.93578 -0.74405 0.4 -1.0 -0.5
N 2.12877 0.69767 -1.52375 0.8 0.6 0.1
F 1.90257 -0.32937 -2.42441 -0.6 0.0 0.3
N 1.29906 2.08670 0.08740 -0.7 1.3 0.3
F 2.47904 2.72329 -0.15476 0.0 -0.3 0.0
F 1.37392 1.75212 1.43235 0.1 -0.3 -0.4
H -0.70119 0.09510 1.16331 0.0 0.0 0.0
H -1.92334 0.26046 -0.13044 0.0 0.0 0.0
H -1.04803 1.70010 0.45803 0.0 -0.1 -0.1
```
Forces are in eV/Å.

- Look up the calculated total energy of the third one.
  -8776.217 eV